DFT (the ωB97M-V functional and the def2-TZVPD basis) results for 2 unconnected molecules or ions with the total composition C3H10NO at a distorted geometry.

```
15
Properties=species:S:1:pos:R:3:nbo_charge:R:1
C 2.06325 -0.00568 0.41968 0.000
O 2.31435 -1.31556 0.60904 -0.967
C 0.65074 0.34715 0.99903 -0.446
C -0.35102 -0.35200 0.11452 -0.626
H 2.00089 0.33153 -0.65941 0.053
H 2.93742 0.65027 0.88063 0.054
H 0.52264 1.44660 1.09034 0.156
H 0.71160 -0.11500 2.03271 0.189
H -1.34957 -0.40703 0.58303 0.174
H 0.02287 -1.36618 -0.00226 0.242
H -0.47805 0.15813 -0.84832 0.170
N -3.68281 1.03146 -1.62227 -1.057
H -4.37990 0.33572 -1.55808 0.346
H -2.84839 0.62337 -2.01755 0.370
H -4.05249 1.70999 -2.21693 0.342
```

## Properties
net charge = -1


DFT (the ωB97M-V functional and the def2-TZVPD basis) results for 2 unconnected molecules or ions with the total composition C3H10NO at a distorted geometry.

```
15
Properties=species:S:1:pos:R:3:nbo_charge:R:1
C 2.70129 -1.99803 -0.72444 -0.193
O 1.68168 -1.06595 -0.45055 -1.008
H 2.74704 -2.24509 -1.80533 0.100
H 3.76204 -1.82299 -0.44488 0.092
H 2.53728 -3.05970 -0.12877 0.049
C -2.27239 1.71790 0.51828 -0.614
C -0.83685 1.21436 0.20337 -0.212
N -0.87399 -0.24704 0.05233 -0.872
H -2.69341 1.14806 1.42742 0.184
H -2.42044 2.75521 0.74177 0.182
H -2.90660 1.52692 -0.37683 0.197
H -0.44065 1.63362 -0.80758 0.176
H -0.21000 1.56960 1.01614 0.151
H 0.08938 -0.49592 -0.23519 0.445
H -0.86440 -0.63095 1.01426 0.322
```

## Properties
net charge = -1


DFT (the ωB97M-V functional and the def2-TZVPD basis) results for 2 unconnected molecules or ions with the total composition C3H10NO at a distorted geometry.

```
15
Properties=species:S:1:pos:R:3:nbo_charge:R:1
C 2.18128 0.15419 -0.85640 -0.204
O 1.49301 -0.39503 0.17759 -0.944
H 1.56148 0.87905 -1.43379 0.103
H 2.49636 -0.61453 -1.64667 0.071
H 3.24969 0.53372 -0.53425 0.086
C -1.88547 0.08456 -0.81115 -0.424
N -0.80095 0.37026 0.15557 -0.687
C -1.01544 -0.15415 1.50980 -0.439
H -2.77098 0.79741 -0.60334 0.156
H -2.12207 -0.99163 -0.83263 0.143
H -1.54820 0.19849 -1.90293 0.173
H 0.06518 -0.15558 -0.26284 0.429
H -1.85385 0.34414 2.15135 0.139
H -1.04674 -1.19758 1.64801 0.151
H -0.05059 0.26735 1.85385 0.246
```

## Properties
net charge = -1


Number 1: molecular weight 76.1 g/mol, electronic energy -250.2599 hartree. Number 2: molecular weight 76.1 g/mol, electronic energy -250.2487 hartree. Number 3: molecular weight 76.1 g/mol, electronic energy -250.2140 hartree.